(1)
Below is a single C5H8ClN2P molecule at a distorted geometry, with properties calculated with the ωB97M-V functional and the def2-TZVPD basis.

Geometry as XYZ:
```
17
Properties=species:S:1:pos:R:3:mulliken_charge:R:1
C -0.994 0.516 1.542 -0.8872
P -0.441 -0.951 0.520 0.0550
C 1.310 -0.645 0.690 -0.9678
N -0.707 -0.359 -1.179 0.4851
C -1.781 -0.759 -2.089 -0.4725
C -1.621 0.020 -3.201 0.1142
Cl -2.652 0.141 -4.528 -0.2080
C -0.424 0.743 -3.012 -0.2868
N 0.066 0.525 -1.799 -0.5940
H -1.009 1.374 0.798 0.2794
H -0.094 0.599 2.253 0.2467
H -1.754 0.387 2.275 0.3677
H 1.539 -0.815 1.834 0.3385
H 1.591 0.444 0.342 0.3086
H 1.852 -1.337 0.025 0.3485
H -2.394 -1.550 -1.815 0.4489
H 0.107 1.145 -3.798 0.4238
```

Output
SMILES string: CP(C)n1cc(Cl)cn1
Electronic energy in Eh: -1106.32746
Strongest force on any atom in hartree/bohr: 0.0762
Lowest unoccupied orbital energy in eV: 1.0



(2)
Below is 2 unconnected molecules or ions with the total composition C12H17N at a distorted geometry, with properties calculated with the ωB97M-V functional and the def2-TZVPD basis.

Geometry as XYZ:
```
30
Properties=species:S:1:pos:R:3:mulliken_charge:R:1
C -1.224 -1.190 -2.286 -1.7753
C -0.581 0.011 -1.680 0.8819
C 0.633 0.557 -1.855 -0.9245
N 0.946 1.402 -0.791 0.0310
C -0.155 1.420 0.049 0.0465
C -0.217 2.061 1.309 -0.8610
C -1.447 1.810 1.951 -0.3494
C -2.462 1.026 1.406 -0.5758
C -2.326 0.343 0.221 -0.6822
C -1.220 0.675 -0.548 0.9509
H -1.646 -1.830 -1.529 0.3694
H -0.671 -1.638 -3.120 0.3863
H -2.124 -0.900 -2.827 0.4488
H 1.340 0.178 -2.574 0.4055
H 1.796 1.918 -0.683 0.1952
H 0.321 2.946 1.558 0.3774
H -1.801 2.271 2.843 0.3827
H -3.293 0.971 2.111 0.3294
H -3.088 -0.246 -0.292 0.3800
C 3.252 -1.613 0.172 -0.8074
C 2.335 -2.455 1.096 -0.6138
C 0.867 -2.189 0.884 -0.5502
H 3.319 -0.672 0.778 0.1813
H 2.896 -1.519 -0.860 0.1924
H 4.277 -1.951 -0.025 0.3519
H 2.745 -3.523 1.036 0.2993
H 2.701 -2.260 2.088 0.3558
H 0.663 -2.329 -0.186 0.1097
H 0.133 -2.846 1.329 0.4050
H 0.821 -1.160 1.368 0.0594
```

Output
SMILES string: Cc1c[nH]c2ccccc12.CCC
Electronic energy in Eh: -522.15037
Strongest force on any atom in hartree/bohr: 0.0783
Lowest unoccupied orbital energy in eV: 0.9



(3)
Below is a molecular structure, C9H11N5O3ReS at a distorted geometry, with properties calculated with the ωB97M-V functional and the def2-TZVPD basis.

Geometry as XYZ:
```
30
Properties=species:S:1:pos:R:3:mulliken_charge:R:1
Re 0.561 -0.907 -0.348 1.0000
O -0.980 0.412 0.061 -0.7056
N -2.243 0.025 0.289 0.3269
C -3.144 0.983 0.598 -0.1461
C -4.427 0.648 0.916 -0.7325
C -4.799 -0.703 0.897 -0.1204
C -3.881 -1.652 0.524 -0.8296
C -2.567 -1.280 0.210 0.7866
S -1.352 -2.383 -0.265 -0.3902
H -2.764 1.993 0.567 0.4356
H -5.130 1.423 1.176 0.4065
H -5.803 -0.994 1.172 0.4092
H -4.132 -2.701 0.467 0.4236
N 3.115 -0.846 -0.065 -0.3777
N 3.552 -2.163 -0.125 -0.2670
C 2.611 -3.116 -0.457 0.5881
O 2.848 -4.278 -0.573 -0.5226
O 1.430 -2.512 -0.587 -0.4955
H 3.479 -0.292 -0.833 0.3035
H 3.395 -0.427 0.813 0.2760
H 4.524 -2.393 -0.247 0.2472
N 1.572 1.774 0.584 0.0770
C 1.997 2.996 0.243 -0.0572
C 1.991 3.061 -1.137 -0.8175
C 1.532 1.815 -1.557 -0.3441
N 1.287 1.034 -0.503 -0.0511
H 1.420 1.402 1.508 0.2123
H 2.275 3.731 0.979 0.4633
H 2.270 3.899 -1.751 0.4145
H 1.363 1.454 -2.557 0.4868
```

Output
Electronic energy in Eh: -1325.22170
Strongest force on any atom in hartree/bohr: 0.0331
Lowest unoccupied orbital energy (alpha / beta) in eV: -3.6 / -3.7
Total charge: +1



(4)
Below is a gas-phase ion, C7H14N4 (charge +2) at a distorted geometry, with properties calculated with the ωB97M-V functional and the def2-TZVPD basis.

Geometry as XYZ:
```
25
Properties=species:S:1:pos:R:3:mulliken_charge:R:1
C 3.601 2.219 0.046 -0.9146
C 2.786 1.749 -0.790 1.0680
N 2.116 1.538 -1.818 -0.2431
C 1.092 0.991 -2.306 0.5770
C 0.773 0.541 -3.654 -1.1459
N 0.199 0.539 -1.327 0.1121
N 0.582 0.629 -0.028 -0.4774
C -0.025 0.062 0.962 -0.3226
C -1.271 -0.793 1.054 -0.8100
N -1.699 -1.029 2.405 -0.0521
C -2.797 -1.984 2.399 -0.9277
H 3.552 2.021 1.067 0.2905
H 4.557 2.622 -0.208 0.3209
H 1.141 1.158 -4.589 0.3776
H -0.268 0.384 -3.787 0.3756
H 1.292 -0.522 -3.792 0.3042
H -0.614 0.073 -1.512 0.1747
H 0.587 0.161 1.853 0.3861
H -1.986 -0.084 0.746 0.4273
H -1.149 -1.608 0.488 0.5452
H -2.093 -0.141 2.865 0.4154
H -1.035 -1.602 2.927 0.4102
H -2.624 -2.816 1.662 0.3512
H -2.996 -2.344 3.437 0.3685
H -3.720 -1.763 1.902 0.3891
```

Output
SMILES string: C=C=[N+]=C(C)N/N=C\C[NH2+]C
Electronic energy in Eh: -493.37225
Strongest force on any atom in hartree/bohr: 0.1040
Lowest unoccupied orbital energy in eV: -7.3
Total charge: +2



(5)
Below is a single C19H23NO4 molecule, with properties calculated with the ωB97M-V functional and the def2-TZVPD basis.

Geometry as XYZ:
```
47
Properties=species:S:1:pos:R:3:mulliken_charge:R:1
C 8.451 1.900 1.049 -1.0734
C 8.171 1.407 -0.363 -0.2356
O 7.411 0.192 -0.349 -0.3438
C 6.095 0.298 -0.226 0.6717
O 5.485 1.335 -0.151 -0.6090
C 5.431 -1.063 -0.207 -0.6286
N 4.010 -0.889 -0.066 -0.0910
C 3.154 -1.938 -0.056 0.2040
O 3.544 -3.086 -0.160 -0.6494
C 1.713 -1.583 0.081 0.8798
C 1.270 -0.425 0.716 -0.5739
C -0.081 -0.164 0.821 -0.8885
C -1.015 -1.054 0.289 0.6024
C -2.399 -0.776 0.393 0.0069
C -3.571 -0.515 0.462 -1.1721
C -5.002 -0.250 0.588 1.7420
O -5.531 -0.929 1.721 -0.6070
C -5.707 -0.708 -0.711 -1.0052
C -7.001 0.071 -0.910 -0.7923
C -6.698 1.546 -1.199 -0.6030
C -5.425 2.005 -0.476 -0.6335
C -5.246 1.252 0.836 -1.1617
C -0.573 -2.221 -0.335 -0.6560
C 0.777 -2.481 -0.429 -0.6332
H 9.081 2.784 1.007 0.3627
H 8.958 1.129 1.623 0.2950
H 7.519 2.157 1.546 0.3081
H 9.096 1.154 -0.884 0.2959
H 7.617 2.164 -0.927 0.3078
H 5.674 -1.602 -1.131 0.3084
H 5.834 -1.656 0.623 0.2983
H 3.693 0.071 -0.065 0.2469
H 1.974 0.266 1.156 0.3939
H -0.427 0.731 1.319 0.4742
H -5.294 -1.861 1.668 0.4271
H -5.043 -0.552 -1.564 0.3607
H -5.912 -1.779 -0.639 0.4732
H -7.599 -0.021 -0.002 0.3023
H -7.576 -0.361 -1.731 0.3835
H -6.574 1.696 -2.273 0.3057
H -7.546 2.154 -0.879 0.2957
H -5.474 3.077 -0.281 0.3704
H -4.548 1.827 -1.103 0.3207
H -6.145 1.339 1.448 0.3639
H -4.412 1.662 1.407 0.4537
H -1.296 -2.916 -0.738 0.4558
H 1.137 -3.384 -0.899 0.4465
```

Output
SMILES string: CCOC(=O)CNC(=O)c1ccc(C#CC2(O)CCCCC2)cc1
Electronic energy in Eh: -1093.51290
Strongest force on any atom in hartree/bohr: 0.0184
Lowest unoccupied orbital energy in eV: 0.3



(6)
Below is a molecular structure, C4H8ClOP at a distorted geometry, with properties calculated with the ωB97M-V functional and the def2-TZVPD basis.

Geometry as XYZ:
```
15
Properties=species:S:1:pos:R:3:mulliken_charge:R:1
C 0.344 -0.998 0.383 -0.3070
C -0.360 -0.514 -0.919 -1.0698
C 0.410 0.179 1.338 -1.0316
C -1.698 0.059 -0.555 0.0248
O -0.522 2.356 -0.554 -0.4570
P -1.435 1.528 0.528 0.2167
Cl -2.772 -1.050 0.301 -0.1734
H -0.219 -1.799 0.843 0.3019
H 1.313 -1.476 -0.017 0.3173
H 0.221 0.191 -1.301 0.4493
H -0.519 -1.334 -1.696 0.3399
H 0.080 0.083 2.419 0.3464
H 1.217 0.761 1.201 0.3735
H -2.131 0.248 -1.625 0.3660
H -0.624 3.302 -0.538 0.3030
```

Output
Electronic energy in Eh: -1033.94331
Strongest force on any atom in hartree/bohr: 0.1121
Lowest unoccupied orbital energy in eV: 0.6



(7)
Below is a single C7H14N2 molecule at a distorted geometry, with properties calculated with the ωB97M-V functional and the def2-TZVPD basis.

Geometry as XYZ:
```
23
Properties=species:S:1:pos:R:3:mulliken_charge:R:1
C -2.234 -0.737 0.236 -1.2129
C -1.161 0.027 0.810 1.3121
C -0.014 0.049 -0.308 0.8463
C 0.743 -1.199 -0.892 -1.3196
C 0.087 1.053 -1.567 -1.0682
C 1.064 1.060 -0.274 -0.5004
N 2.683 1.038 -0.337 -0.6925
C -0.691 -0.410 2.262 -0.7547
N -0.988 1.073 1.740 -0.8962
H -3.467 -0.447 0.641 0.3028
H -2.190 -0.369 -0.935 0.3417
H -1.891 -1.857 0.029 0.2702
H 0.249 -1.877 -1.636 0.3456
H 1.322 -1.005 -1.896 0.2213
H 1.185 -1.913 -0.185 0.2905
H 0.431 0.643 -2.490 0.3273
H -0.368 1.961 -1.572 0.3671
H 0.817 1.996 0.319 0.4011
H 2.882 0.346 0.189 0.2404
H 2.942 0.848 -1.377 0.2957
H -1.652 -1.047 2.799 0.2450
H 0.339 -0.788 2.559 0.2723
H -0.088 1.557 1.884 0.3649
```

Output
SMILES string: C[C@]1([C@@]2(C)C[C@@H]2N)CN1
Electronic energy in Eh: -384.33724
Strongest force on any atom in hartree/bohr: 0.1943
Lowest unoccupied orbital energy in eV: 0.7



(8)
Below is a molecular structure, C16H37CdN4O6 at a distorted geometry, with properties calculated with the ωB97M-V functional and the def2-TZVPD basis.

Geometry as XYZ:
```
64
Properties=species:S:1:pos:R:3:mulliken_charge:R:1
Cd 12.492 10.496 8.198 1.8856
O 12.766 9.117 6.807 -0.8779
H 13.627 9.486 6.572 0.2999
C 6.542 9.413 12.632 -0.6763
C 6.984 8.196 13.472 -0.4889
C 8.390 7.923 12.965 -0.4333
O 8.687 8.882 11.938 -0.4153
C 7.448 9.405 11.430 0.1335
H 6.706 10.391 13.174 0.2454
H 5.485 9.359 12.418 0.4260
H 6.323 7.366 13.224 0.3075
H 6.927 8.425 14.560 0.2911
H 8.573 6.877 12.644 0.3141
H 9.166 8.151 13.741 0.1163
H 7.102 8.672 10.711 -0.1785
H 7.668 10.299 10.922 0.4552
C 12.307 13.891 7.543 -0.0722
O 12.611 12.729 7.814 -0.8503
N 11.462 14.230 6.564 0.1322
C 11.066 15.639 6.394 -0.8298
C 10.930 13.142 5.734 -0.8503
H 12.861 14.685 8.047 0.3765
H 10.231 15.847 7.076 0.3140
H 10.805 15.734 5.329 0.2799
H 11.872 16.329 6.593 0.3361
H 10.653 13.603 4.779 0.2842
H 11.678 12.368 5.600 0.3297
H 10.082 12.600 6.151 0.2908
C 16.737 9.600 9.827 0.1248
O 16.008 9.905 8.893 -0.5855
N 16.707 8.434 10.484 0.0460
C 15.585 7.610 10.395 -0.8578
C 17.298 8.368 11.802 -0.9324
H 17.507 10.321 10.141 0.3596
H 15.783 6.570 10.551 0.3388
H 15.196 7.700 9.354 0.3014
H 14.703 7.827 11.107 0.2298
H 18.199 8.954 11.737 0.3693
H 16.755 8.791 12.599 0.3182
H 17.536 7.328 12.018 0.2908
C 5.203 6.195 7.134 0.0852
O 4.505 6.094 8.152 -0.6134
N 6.315 6.943 7.051 0.1451
C 6.973 7.116 5.782 -0.8770
C 6.758 7.651 8.206 -1.1105
H 4.926 5.733 6.193 0.3263
H 6.715 8.088 5.362 0.3410
H 6.719 6.402 4.992 0.3065
H 8.072 7.121 5.898 0.2785
H 6.159 7.314 9.066 0.3200
H 7.808 7.554 8.448 0.3789
H 6.610 8.717 8.104 0.3693
C 11.420 10.532 11.303 0.3670
O 12.204 10.733 10.341 -0.8672
N 11.582 10.903 12.593 0.1264
C 10.600 10.567 13.610 -0.8355
C 12.829 11.436 13.130 -0.9845
H 10.411 10.073 11.244 0.1913
H 9.642 10.502 13.158 0.2710
H 10.654 11.342 14.369 0.3078
H 11.004 9.663 14.115 0.3311
H 12.639 12.106 14.002 0.3308
H 13.522 10.635 13.467 0.3216
H 13.318 12.079 12.426 0.3420
```

Output
Electronic energy in Eh: -1469.77887
Strongest force on any atom in hartree/bohr: 0.0756
Lowest unoccupied orbital energy in eV: -2.7
Total charge: +1



(9)
Below is a gas-phase ion, C10H13N2 (charge +1) at a distorted geometry, with properties calculated with the ωB97M-V functional and the def2-TZVPD basis.

Geometry as XYZ:
```
25
Properties=species:S:1:pos:R:3:mulliken_charge:R:1
C 0.788 1.248 0.552 -1.3563
C 1.493 0.354 -0.063 0.6475
C 1.912 0.484 -1.465 -0.6533
C 2.756 -0.444 -2.052 -0.3930
N 3.231 -1.496 -1.364 -0.5350
C 2.805 -1.780 -0.187 -0.4746
C 1.784 -0.989 0.598 0.6253
C 0.531 -1.833 0.746 -0.4329
C -0.652 -1.303 0.631 -0.3795
C -1.259 -0.097 0.306 0.4286
C -1.864 0.154 -1.029 -1.5202
N -1.882 0.655 1.430 -0.1249
H 0.710 2.290 0.192 0.3936
H 0.534 0.963 1.576 0.5539
H 1.407 1.335 -1.999 0.3229
H 3.164 -0.541 -3.044 0.4417
H 3.251 -2.682 0.195 0.4284
H 2.294 -0.721 1.636 0.3541
H 0.672 -2.961 1.003 0.3123
H -2.846 -0.233 -1.143 0.4501
H -1.755 1.217 -1.290 0.3925
H -1.261 -0.332 -1.756 0.3877
H -1.628 0.185 2.229 0.3423
H -2.966 0.611 1.269 0.4117
H -1.556 1.647 1.446 0.3774
```

Output
SMILES string: C=C1C=CN=C[C@@H]1C=C=C(C)[NH3+]
Electronic energy in Eh: -497.93136
Strongest force on any atom in hartree/bohr: 0.0887
Lowest unoccupied orbital energy in eV: -3.8
Total charge: +1



> electronic energy of number 9 (C10H13N2)?

-497.93136 Eh